Here is a 5-piece molecular cluster, C9H29N7O6 overall in a non-equilibrium geometry from the OMol25 dataset. Energies are from ωB97M-V/def2-TZVPD.

Each line ends with the natural charge from an NBO analysis.
Cartesian coordinates (Å):
C1 2.1728 -2.3714 -0.1053  -0.238
O1 0.8902 -2.7957 -0.0179  -0.536
C2 0.6423 -3.5098 1.1626  -0.085
C3 -0.8631 -3.7849 1.3593  -0.233
N1 -1.4194 -4.9181 0.6204  -0.617
C4 -1.4266 -4.6037 -0.8047  -0.257
C5 -2.2866 -5.6337 -1.6229  -0.068
O2 -3.7247 -5.5227 -1.3295  -0.554
C6 -4.4117 -4.4722 -1.9127  -0.260
H1 2.4149 -1.6900 0.7103  0.148
H2 2.3230 -1.9739 -1.1091  0.199
H3 2.8771 -3.1850 0.0677  0.159
H4 0.9505 -3.0036 2.0774  0.168
H5 1.1483 -4.4741 1.1168  0.177
H6 -1.4091 -2.8804 1.0908  0.168
H7 -1.0751 -4.0011 2.4063  0.201
H8 -2.3734 -5.0340 0.9312  0.362
H9 -0.4051 -4.5785 -1.1842  0.208
H10 -1.8377 -3.6145 -1.0059  0.166
H11 -2.1134 -6.6699 -1.3323  0.199
H12 -2.1408 -5.5245 -2.6976  0.174
H13 -5.3886 -4.3409 -1.4474  0.186
H14 -4.7037 -4.6273 -2.9513  0.169
H15 -3.9989 -3.4893 -1.6856  0.163
N2 3.4829 5.6878 -2.8715  -0.796
C7 3.5062 5.0393 -1.7855  0.752
N3 3.8272 5.8893 -0.8059  -0.833
O3 3.1350 3.8545 -1.6946  -0.700
H16 3.7370 6.6644 -2.8291  0.374
H17 3.0706 5.3017 -3.7087  0.412
H18 4.0410 6.8483 -1.0398  0.375
H19 3.8403 5.6260 0.1691  0.415
N4 -3.0061 3.5160 -1.5617  -0.820
C8 -4.1512 3.0493 -1.8838  0.733
N5 -4.3429 1.8328 -1.5110  -0.811
O4 -4.9083 3.7265 -2.6123  -0.699
H20 -2.2284 3.0153 -1.1561  0.397
H21 -3.0085 4.5240 -1.4991  0.403
H22 -3.7772 1.4915 -0.7470  0.389
H23 -5.1432 1.3230 -1.8570  0.409
N6 3.7314 3.3690 5.3060  -0.839
C9 3.1605 3.7133 4.1768  0.750
N7 2.7438 2.6610 3.5290  -0.826
O5 3.0021 4.8355 3.8346  -0.655
H24 4.0515 4.0000 6.0267  0.402
H25 3.9934 2.4357 5.5896  0.376
H26 2.2775 2.8004 2.6440  0.411
H27 3.0912 1.7470 3.7822  0.380
O6 0.3192 1.3978 0.1001  -0.951
H28 1.0656 1.7919 -0.3512  0.484
H29 0.6483 0.5577 0.4198  0.468

Results
LUMO level = 0.2052 eV
Net charge = 0
Strongest force on any atom = 6.69 eV/A
SMILES = COCCNCCOC.NC(N)=O.NC(N)=O.NC(N)=O.O
Energy relative to the best compared isomer or geometry (same formula, charge and spin) = 2.948 eV
Total energy = -1195.032768 a.u.
Gap between HOMO and LUMO = 9.333 eV
HOMO level = -9.1 eV


Here is a 2-piece molecular cluster, C3H10OS2 overall in a non-equilibrium geometry from the OMol25 dataset. Energies are from ωB97M-V/def2-TZVPD.

Each line ends with the natural charge from an NBO analysis.
Cartesian coordinates (Å):
C1 -1.4571 1.1372 1.1638  -0.623
C2 -0.0971 0.4852 0.7029  -0.575
S1 0.3168 1.2073 -0.8866  0.096
S2 -1.4037 -0.4042 -1.8581  0.137
C3 -0.7679 -1.7493 -0.9080  -0.842
H1 -1.7349 0.7449 2.1401  0.206
H2 -2.2599 0.8024 0.4756  0.217
H3 -1.4638 2.2011 1.0520  0.218
H4 0.6529 0.9624 1.3477  0.227
H5 -0.1149 -0.5807 0.9021  0.229
H6 0.2734 -1.7715 -0.4459  0.258
H7 -1.4098 -2.1473 -0.1749  0.214
H8 -0.6848 -2.6841 -1.5785  0.243
O1 3.6677 0.3748 -0.4343  -0.945
H9 3.8004 0.9701 -1.2016  0.468
H10 2.6828 0.4518 -0.2963  0.470

Results
LUMO level = -1.4953 eV
Net charge = 0
Strongest force on any atom = 4.21 eV/A
SMILES = CCSSC.O
Energy relative to the best compared isomer or geometry (same formula, charge and spin) = 2.099 eV
Total energy = -991.834499 a.u.
Gap between HOMO and LUMO = 7.518 eV
HOMO level = -9.0 eV


Here is C2H2BaLiO2 as an isolated structure in a non-equilibrium geometry from the OMol25 dataset. Energies are from ωB97M-V/def2-TZVPD.

Each line ends with the natural charge from an NBO analysis.
Cartesian coordinates (Å):
C1 -1.9100 -0.1700 4.4090  0.247
C2 -2.4638 0.3497 3.2666  0.350
O1 -1.8419 1.3908 2.6637  -0.587
O2 -0.7905 -0.9233 4.3055  -0.403
H1 -2.2668 0.1737 5.3911  0.205
Ba1 -1.5802 0.9046 -2.6706  0.537
Li1 -2.7223 1.9665 0.7804  0.459
H2 -3.3764 -0.0685 2.8273  0.192

Results
LUMO level = -4.6303 eV
Net charge = +1
Strongest force on any atom = 10.31 eV/A
Energy relative to the best compared isomer or geometry (same formula, charge and spin) = 5.080 eV
Total energy = -260.514210 a.u.
Gap between HOMO and LUMO = 4.037 eV
HOMO level = -8.7 eV


Here is C16H31NP2Sn as an isolated structure in a non-equilibrium geometry from the OMol25 dataset. Energies are from ωB97M-V/def2-TZVPD.

Each line ends with the natural charge from an NBO analysis.
Cartesian coordinates (Å):
P1 4.4535 2.3962 -2.6741  1.624
P2 5.0412 -1.3575 -1.2543  1.499
C1 5.7506 1.2121 -2.2611  -0.795
C2 5.4914 -0.2491 -2.6392  -0.753
H1 5.9459 1.3925 -1.1946  0.295
H2 6.6843 1.5488 -2.7341  0.286
H3 4.7459 -0.3392 -3.4518  0.251
H4 6.4243 -0.6529 -3.0627  0.286
C3 6.6503 -1.7926 -0.5076  -0.955
H5 6.4901 -2.4742 0.3438  0.283
H6 7.1851 -0.8970 -0.1413  0.270
H7 7.2427 -2.3114 -1.2719  0.264
C4 4.2937 -2.8042 -2.0563  -0.969
H8 5.1405 -3.4694 -2.3157  0.299
H9 3.7704 -2.5522 -2.9956  0.280
H10 3.6052 -3.3415 -1.3852  0.306
C5 5.1138 4.0014 -2.2270  -0.973
H11 4.2960 4.7316 -2.1571  0.282
H12 5.8124 4.3028 -3.0168  0.275
H13 5.6452 3.9428 -1.2674  0.277
C6 4.1426 2.3890 -4.4210  -0.995
H14 4.2687 1.3900 -4.8415  0.272
H15 4.8928 3.0473 -4.8713  0.294
H16 3.1471 2.7866 -4.6396  0.289
Sn1 0.6692 -1.2813 -3.3688  1.064
C7 4.3820 -0.2843 0.2720  -0.496
C8 4.9887 1.0064 0.5741  -0.118
C9 4.3078 1.9811 1.4627  -0.470
C10 2.9194 2.5896 0.9742  -0.484
C11 2.8597 2.9642 -0.4238  -0.066
C12 3.0038 2.1282 -1.5841  -0.595
C13 2.7097 0.5845 -1.4851  -0.451
C14 2.8688 -0.1679 -0.1693  -0.434
C15 -0.5103 0.4992 -2.5333  -1.149
H17 4.3940 -0.9245 1.1793  0.283
H18 6.1043 1.1347 0.4890  0.203
H19 4.9574 2.8890 1.6616  0.249
H20 4.0489 1.4864 2.4486  0.255
H21 2.1544 1.8714 1.3170  0.231
H22 2.7637 3.5114 1.5698  0.262
H23 2.7354 4.0285 -0.6914  0.210
H24 2.2945 2.5346 -2.3531  0.264
H25 3.2658 0.0248 -2.2693  0.182
H26 1.6460 0.4947 -1.7738  0.274
H27 2.2680 0.3355 0.5936  0.246
H28 2.3918 -1.1692 -0.3093  0.249
H29 -1.2293 0.7762 -3.3235  0.248
H30 0.0877 1.4034 -2.2688  0.203
H31 -1.0388 0.1113 -1.6348  0.256
N1 -0.1609 -3.2668 -0.6273  -0.341
C16 0.0624 -2.5426 -1.5253  -0.263

Results
LUMO level (spin up / spin down) = -6.7981 / -6.7939 eV
Net charge = +2
Strongest force on any atom = 3.82 eV/A
Energy relative to the best compared isomer or geometry (same formula, charge and spin) = 0.000 eV
Total energy = -1579.235703 a.u.
Gap between HOMO and LUMO (spin up / spin down) = 7.573 / 7.436 eV
HOMO level (spin up / spin down) = -14.4 / -14.2 eV


Here is C31H35CaClN2Si2 as an isolated structure in a non-equilibrium geometry from the OMol25 dataset. Energies are from ωB97M-V/def2-TZVPD.

Each line ends with the Löwdin charge.
Cartesian coordinates (Å):
C1 -1.7354 -0.6720 6.1737  -0.250
C2 -2.6041 -0.0831 5.2146  -0.244
C3 -2.6359 -0.9256 4.0756  -0.241
H1 -3.2326 0.7929 5.3859  0.094
C4 -1.7816 -2.0341 4.3209  -0.218
C5 -1.2298 -1.8808 5.6202  -0.232
H2 -0.6283 -2.6176 6.1511  0.091
H3 -1.5900 -0.3373 7.1996  0.089
H4 -3.2992 -0.8214 3.2138  0.100
H5 -1.6668 -2.8990 3.6740  0.094
Ca1 -0.2067 0.0946 4.1478  1.149
Si1 2.8511 0.2661 -4.2319  0.712
C6 1.9305 1.7686 -4.8147  -0.349
C7 2.4135 2.5430 -5.8847  -0.106
H6 3.3431 2.2599 -6.3815  0.095
C8 1.6933 3.6611 -6.3128  -0.092
H7 2.0634 4.2561 -7.1463  0.099
C9 0.5006 4.0220 -5.6775  -0.088
H8 -0.0537 4.9006 -6.0092  0.101
C10 0.0193 3.2511 -4.6158  -0.085
H9 -0.9149 3.5150 -4.1229  0.086
C11 0.7310 2.1282 -4.1799  -0.105
H10 0.3487 1.5247 -3.3533  0.095
C12 2.0185 -1.2720 -4.8544  -0.329
C13 0.8437 -1.2300 -5.6216  -0.093
H11 0.4241 -0.2715 -5.9349  0.098
C14 0.1915 -2.4183 -5.9710  -0.089
H12 -0.7346 -2.3740 -6.5412  0.100
C15 0.7175 -3.6544 -5.5892  -0.092
H13 0.1993 -4.5779 -5.8493  0.100
C16 1.9175 -3.6996 -4.8693  -0.094
H14 2.3419 -4.6624 -4.5859  0.100
C17 2.5689 -2.5217 -4.5055  -0.114
H15 3.4995 -2.5579 -3.9344  0.098
H16 2.9060 0.2439 -2.7494  -0.034
Si2 -0.0499 0.1266 1.1308  0.150
C18 -0.7818 -1.4835 0.5444  -0.361
C19 -1.8945 -1.5533 -0.3165  -0.091
H17 -2.3484 -0.6374 -0.6927  0.096
C20 -2.3935 -2.8001 -0.7233  -0.092
H18 -3.2510 -2.8427 -1.4001  0.098
C21 -1.7938 -3.9834 -0.2765  -0.102
H19 -2.1852 -4.9526 -0.5958  0.097
C22 -0.6760 -3.9226 0.5672  -0.103
H20 -0.1918 -4.8438 0.9051  0.098
C23 -0.1679 -2.6843 0.9694  -0.145
H21 0.7389 -2.6506 1.5802  0.086
C24 -1.1295 1.5091 0.5357  -0.384
C25 -2.3165 1.7925 1.2522  -0.126
H22 -2.5497 1.2676 2.1807  0.067
C26 -3.2180 2.7473 0.7721  -0.097
H23 -4.1415 2.9509 1.3241  0.100
C27 -2.9323 3.4571 -0.4050  -0.100
H24 -3.6491 4.1901 -0.7894  0.098
C28 -1.7171 3.2441 -1.0714  -0.090
H25 -1.4641 3.8361 -1.9588  0.084
C29 -0.8055 2.2936 -0.5861  -0.117
H26 0.1578 2.1705 -1.0814  0.061
H27 4.2360 0.3386 -4.7666  -0.024
Cl1 1.8307 0.3534 0.3137  0.209
N1 2.1712 -0.1609 4.6679  -0.093
C30 2.2164 -0.1624 6.1629  -0.254
C31 1.6918 1.1515 6.7004  -0.231
N2 0.6020 1.6975 5.8156  -0.095
H28 2.6586 -0.9740 4.2872  0.097
H29 2.6774 0.6479 4.3146  0.087
H30 1.5855 -0.9856 6.5131  0.102
H31 3.2395 -0.3424 6.5275  0.116
H32 1.2797 1.0081 7.7078  0.120
H33 2.5110 1.8771 6.7678  0.113
H34 -0.1356 2.1127 6.3901  0.091
H35 0.9870 2.4899 5.2928  0.089

Results
LUMO level = -0.2737 eV
Net charge = 0
Strongest force on any atom = 2.59 eV/A
Energy relative to the best compared isomer or geometry (same formula, charge and spin) = 0.000 eV
Total energy = -3028.653154 a.u.
Gap between HOMO and LUMO = 5.920 eV
HOMO level = -6.2 eV


Here is a 6-piece molecular cluster, C18H44F7N10O8P2S overall in a non-equilibrium geometry from the OMol25 dataset. Energies are from ωB97M-V/def2-TZVPD.

Each line ends with the Löwdin charge.
Cartesian coordinates (Å):
C1 -1.1405 -4.2860 2.8872  -0.111
C2 -0.1902 -3.6766 1.7548  -0.259
C3 -0.5150 -4.3259 0.3174  -0.232
C4 0.2683 -3.4467 -0.7847  -0.300
P1 -0.9468 -2.4217 -1.8513  0.814
C5 -1.6925 -1.1781 -0.5968  -0.347
O1 -2.7503 -0.4011 -1.1731  -0.241
C6 -3.5849 0.0063 -0.0335  -0.182
C7 -2.7571 0.8717 1.0353  -0.201
C8 -1.8181 1.9845 0.3333  -0.090
P2 0.1564 -1.1935 -3.2566  0.791
C9 2.0064 -1.1396 -2.8860  -0.292
C10 -0.2229 -1.5244 -5.0611  -0.329
S1 -2.5931 -3.5504 -2.6272  0.681
O2 -3.1523 -3.0160 -3.9323  -0.317
O3 -3.7263 -3.3468 -1.6336  -0.317
C11 -2.3951 -5.3911 -2.7577  -0.371
F1 -2.6293 -5.9478 -1.4725  0.068
F2 -3.4625 -5.8653 -3.5510  0.105
C12 -1.0365 -6.0064 -3.2890  -0.226
F3 -0.0779 -6.2708 -2.2773  0.095
F4 -1.3609 -7.2969 -3.7869  0.108
C13 -0.3027 -5.2667 -4.4935  -0.369
F5 0.6966 -4.4521 -3.9572  0.086
F6 0.3808 -6.2700 -5.2150  0.121
F7 -1.1325 -4.6522 -5.4101  0.145
H1 -0.5642 -4.2297 3.8781  0.087
H2 -2.0838 -3.6671 3.0014  0.078
H3 -1.4326 -5.3580 2.6648  0.083
H4 -0.3573 -2.5383 1.7228  0.100
H5 0.9082 -3.8274 2.0357  0.115
H6 -0.2139 -5.4172 0.2373  0.125
H7 -1.6361 -4.1651 0.1551  0.090
H8 1.0161 -4.0205 -1.4125  0.088
H9 0.8786 -2.6511 -0.2177  0.098
H10 -2.0588 -1.8105 0.2739  0.106
H11 -0.8015 -0.5559 -0.2374  0.123
H12 -3.9944 -0.9228 0.5040  0.135
H13 -4.4725 0.5632 -0.4639  0.138
H14 -2.1116 0.2424 1.7307  0.100
H15 -3.5235 1.4089 1.7018  0.126
H16 -1.2129 1.5135 -0.5055  0.064
H17 -2.4183 2.8709 -0.0476  0.084
H18 -1.1080 2.3986 1.1362  0.069
H19 2.3517 -1.9286 -2.1280  0.048
H20 2.1959 -0.1206 -2.3647  0.033
H21 2.6647 -1.1236 -3.8217  0.073
H22 0.4173 -2.3449 -5.5468  0.052
H23 0.0648 -0.5663 -5.6299  0.066
H24 -1.3110 -1.7148 -5.3115  0.044
C14 -4.3575 3.0638 -3.0976  -0.693
O4 -4.3904 3.8512 -2.1641  0.022
N1 -3.7398 1.8570 -3.0126  0.162
N2 -4.9344 3.3264 -4.2977  0.151
H25 -3.6998 1.1940 -3.7646  0.096
H26 -3.3012 1.6282 -2.1367  0.056
H27 -5.4019 4.2119 -4.3978  0.110
H28 -4.9187 2.6936 -5.0760  0.094
C15 4.1400 1.8274 -0.4913  -0.666
O5 3.3693 0.8846 -0.6985  -0.040
N3 5.4729 1.6640 -0.3504  0.179
N4 3.7093 3.1065 -0.3871  0.175
H29 6.1124 2.4183 -0.1805  0.112
H30 5.8336 0.7254 -0.4183  0.098
H31 2.7199 3.2686 -0.4848  0.107
H32 4.3159 3.8877 -0.2187  0.105
C16 0.9166 3.9142 3.1820  -0.698
O6 0.9134 3.8315 1.9614  0.003
N5 -0.0828 4.5153 3.8771  0.150
N6 1.9188 3.4129 3.9467  0.160
H33 -0.0997 4.5935 4.8794  0.098
H34 -0.8454 4.9002 3.3441  0.116
H35 2.6789 2.9596 3.4674  0.105
H36 1.9402 3.4707 4.9490  0.102
C17 5.3645 -1.0513 1.9637  -0.687
O7 6.3344 -0.3931 1.6149  0.014
N7 4.1194 -0.8418 1.4632  0.161
N8 5.4513 -2.0487 2.8812  0.149
H37 3.3132 -1.3722 1.7364  0.085
H38 4.0120 -0.1031 0.7736  0.042
H39 6.3595 -2.2331 3.2741  0.109
H40 4.6699 -2.6009 3.1819  0.091
C18 0.5388 7.8310 6.2534  -0.699
O8 0.3686 6.9965 7.1307  0.014
N9 0.7815 7.4903 4.9623  0.151
N10 0.4996 9.1655 6.4944  0.151
H41 0.9242 8.1552 4.2243  0.098
H42 0.8169 6.5071 4.7487  0.061
H43 0.3217 9.4554 7.4415  0.110
H44 0.6367 9.8653 5.7887  0.096

Results
LUMO level = -4.7121 eV
Net charge = +1
Strongest force on any atom = 9.58 eV/A
Energy relative to the best compared isomer or geometry (same formula, charge and spin) = 4.317 eV
Total energy = -3641.450658 a.u.
Gap between HOMO and LUMO = 6.736 eV
HOMO level = -11.4 eV